Entry 1:
A molecular structure, C31H55LuN6O8PS at a distorted geometry. Source: the Open Molecules 2025 dataset; level of theory: wB97M-V/def2-TZVPD.

Cartesian coordinates (Å):
Lu -0.440 0.897 -0.035
O -2.580 1.648 2.729
C -3.017 2.987 2.594
C -3.881 3.282 1.343
N -3.212 2.779 0.102
C -3.945 1.720 -0.631
C -3.460 0.298 -0.426
O -4.147 -0.607 -0.889
O -2.349 0.103 0.309
C -2.657 3.818 -0.800
C -1.536 3.378 -1.741
O -1.085 4.096 -2.623
O -1.143 2.141 -1.600
H -2.710 1.169 1.878
H -2.144 3.652 2.568
H -3.612 3.236 3.477
H -4.092 4.362 1.356
H -4.866 2.765 1.487
H -3.859 1.964 -1.720
H -5.034 1.694 -0.434
H -2.288 4.655 -0.146
H -3.455 4.335 -1.397
C 2.441 3.140 7.159
C 2.128 3.092 5.680
C 0.784 3.149 5.196
C 0.552 3.144 3.820
C 1.618 3.159 2.934
C 2.950 3.184 3.358
C 3.163 3.059 4.713
S 1.353 2.953 1.157
O 2.296 3.860 0.523
O 1.595 1.553 0.756
O -0.105 3.131 0.972
H 1.594 2.782 7.800
H 2.662 4.165 7.499
H 3.367 2.545 7.464
H -0.085 3.184 5.853
H -0.430 3.021 3.399
H 3.724 3.384 2.595
H 4.198 2.972 5.090
C 1.908 -1.185 -5.187
C 1.341 -0.300 -4.053
C 0.604 0.957 -4.616
C 2.533 0.310 -3.206
P 0.202 -1.281 -2.903
N 0.105 -0.495 -1.569
C 1.031 -2.981 -2.513
C 2.498 -2.768 -1.994
C 1.091 -3.964 -3.713
C 0.232 -3.704 -1.402
C -1.463 -1.455 -3.746
C -1.396 -1.975 -5.225
C -2.242 -2.442 -2.839
C -2.265 -0.134 -3.838
H 2.542 -0.586 -5.871
H 1.169 -1.684 -5.851
H 2.573 -1.995 -4.832
H 1.345 1.708 -4.989
H 0.003 1.454 -3.845
H -0.042 0.699 -5.472
H 3.023 1.198 -3.690
H 3.322 -0.445 -3.026
H 2.228 0.657 -2.207
H 3.236 -2.627 -2.807
H 2.817 -3.640 -1.394
H 2.598 -1.870 -1.376
H 1.810 -3.662 -4.468
H 0.071 -4.048 -4.117
H 1.363 -4.993 -3.283
H -0.279 -3.021 -0.751
H 0.952 -4.258 -0.740
H -0.545 -4.400 -1.716
H -1.025 -3.015 -5.287
H -0.820 -1.315 -5.859
H -2.448 -1.942 -5.637
H -1.802 -3.454 -2.836
H -3.293 -2.443 -3.140
H -2.276 -2.104 -1.803
H -2.076 0.546 -2.986
H -3.328 -0.361 -3.764
H -2.125 0.410 -4.759
C -0.639 -2.159 2.025
N 0.182 -0.922 1.883
C 1.520 -1.372 1.381
N 2.219 -2.352 2.258
C 1.300 -3.522 2.388
N -0.025 -3.164 2.874
C 0.204 -2.583 4.237
N 1.015 -1.364 4.147
C 0.349 -0.423 3.278
C 2.312 -1.727 3.602
H -0.775 -2.590 1.040
H -1.606 -1.873 2.465
H 2.189 -0.521 1.255
H 1.371 -1.802 0.399
H 1.727 -4.272 3.091
H 1.237 -3.963 1.406
H 0.743 -3.317 4.821
H -0.805 -2.374 4.679
H 0.914 0.536 3.246
H -0.658 -0.236 3.681
H 2.835 -2.434 4.271
H 2.925 -0.806 3.514

HOMO level: -4.744 eV
molecular weight: 877.82 u
total charge: -1
HOMO-LUMO gap: 7.07 eV

Löwdin atomic charge list, values in e, 5 entries:
1 Lu 1.614
2 O -0.095
3 C -0.262
4 C -0.146
5 N -0.150


Entry 2:
8 unconnected molecules or ions with the total composition C31H56Cl14NO2S at a distorted geometry. Source: the Open Molecules 2025 dataset; level of theory: wB97M-V/def2-TZVPD.

Cartesian coordinates (Å):
C -1.785 6.598 4.191
C -1.819 5.193 3.314
C -1.496 5.412 1.708
C -0.138 4.581 1.233
C -0.457 3.084 0.645
C -1.301 3.066 -0.769
C -0.655 2.059 -1.890
C -1.205 0.515 -1.840
C -2.066 0.126 -0.500
C -2.275 -1.512 -0.290
C -1.674 -1.872 1.192
C -1.254 -3.442 1.410
C 0.048 -3.771 0.415
C 1.482 -3.737 1.209
C 2.176 -2.257 1.333
C 2.672 -1.548 -0.099
C 2.466 -2.211 -1.584
O 2.191 -1.346 -2.600
O 2.499 -3.644 -1.918
C 3.419 -0.082 -0.027
C 3.589 0.609 1.450
N 3.118 -0.071 2.748
S 3.465 0.860 4.227
C 2.411 -1.436 2.771
C 1.884 -2.092 4.216
C 0.698 -1.163 4.928
C -0.078 -2.196 5.987
C -1.360 -1.470 6.720
H -0.796 7.164 3.899
H -1.734 6.359 5.353
H -2.738 7.257 3.998
H -1.086 4.441 3.848
H -2.915 4.768 3.417
H -1.236 6.553 1.568
H -2.394 5.119 1.011
H 0.537 5.211 0.514
H 0.490 4.422 2.231
H 0.527 2.429 0.488
H -1.142 2.522 1.443
H -2.472 2.892 -0.615
H -1.214 4.168 -1.219
H 0.525 2.095 -1.741
H -0.908 2.488 -2.952
H -1.842 0.318 -2.811
H -0.252 -0.186 -1.932
H -3.146 0.590 -0.608
H -1.593 0.541 0.492
H -3.402 -1.832 -0.348
H -1.723 -2.021 -1.190
H -2.463 -1.522 2.000
H -0.692 -1.228 1.407
H -2.174 -4.123 1.085
H -0.963 -3.715 2.519
H -0.120 -4.905 0.081
H 0.039 -3.145 -0.574
H 2.238 -4.404 0.570
H 1.333 -4.305 2.221
H 3.451 -3.996 -1.807
H 3.807 0.422 -1.019
H 4.103 1.685 1.484
H 4.572 1.685 3.857
H 2.810 -2.258 4.947
H 1.399 -3.157 4.073
H -0.048 -0.696 4.150
H 1.156 -0.308 5.623
H -0.345 -3.219 5.453
H 0.671 -2.496 6.867
H -2.313 -1.684 6.075
H -1.128 -0.303 6.803
H -1.563 -1.909 7.809
C -4.003 1.474 -4.649
Cl -2.860 2.814 -4.799
Cl -4.867 1.544 -3.108
H -4.727 1.531 -5.466
H -3.455 0.531 -4.708
C -4.109 0.625 -8.329
Cl -5.593 0.993 -7.442
Cl -3.760 -1.108 -8.293
H -4.227 0.942 -9.368
H -3.277 1.165 -7.870
C -6.011 -3.980 -8.540
Cl -7.495 -3.612 -7.653
Cl -5.662 -5.713 -8.504
H -6.129 -3.663 -9.579
H -5.179 -3.440 -8.081
C 7.582 0.007 2.226
Cl 7.687 1.494 3.177
Cl 5.916 -0.315 1.730
H 8.205 0.110 1.334
H 7.941 -0.829 2.832
C -0.995 4.135 7.196
Cl -2.229 3.348 6.205
Cl 0.560 4.185 6.356
H -1.314 5.157 7.416
H -0.879 3.577 8.128
C 2.206 -2.326 -6.133
Cl 0.816 -1.397 -6.708
Cl 2.202 -3.960 -6.810
H 3.124 -1.818 -6.437
H 2.163 -2.393 -5.044
C 5.649 -3.915 -5.231
Cl 7.352 -3.451 -5.318
Cl 4.792 -2.964 -4.011
H 5.183 -3.746 -6.205
H 5.581 -4.974 -4.969

HOMO level: -11.911 eV
molecular weight: 1003.20 u
total charge: +1
HOMO-LUMO gap: 6.89 eV

Löwdin atomic charge list, values in e, 5 entries:
1 C -0.141
2 C -0.284
3 C -0.196
4 C -0.221
5 C -0.228


Entry 3:
8 unconnected molecules or ions with the total composition C31H57N4O21P at a distorted geometry. Source: the Open Molecules 2025 dataset; level of theory: wB97M-V/def2-TZVPD.

Cartesian coordinates (Å):
C -1.483 0.546 -1.649
N -2.497 0.090 -0.656
O -2.022 -0.345 0.394
O -3.667 0.135 -0.922
H -1.610 1.620 -1.784
H -1.570 -0.107 -2.517
H -0.501 0.345 -1.220
C -11.439 -0.053 2.431
C -10.074 -0.707 2.641
C -9.145 0.012 3.606
O -8.733 -1.039 4.491
C -9.352 -2.167 4.301
O -9.148 -3.201 4.914
O -10.205 -2.016 3.247
H -12.212 -0.810 2.295
H -11.546 0.660 1.614
H -11.772 0.411 3.360
H -9.564 -0.910 1.699
H -9.716 0.797 4.102
H -8.310 0.576 3.191
C 2.286 8.770 -3.198
C 2.976 8.028 -4.231
C 4.386 7.440 -4.074
O 4.288 6.089 -4.522
C 2.994 5.812 -4.739
O 2.516 4.682 -4.959
O 2.253 6.862 -4.605
H 1.281 9.119 -3.436
H 2.855 9.641 -2.873
H 2.103 8.173 -2.305
H 3.047 8.720 -5.070
H 4.794 7.645 -3.084
H 5.084 7.934 -4.750
C 3.851 8.308 6.497
C 3.490 8.324 5.009
C 4.667 8.034 4.063
O 4.123 7.276 3.036
C 2.922 6.730 3.462
O 2.182 5.992 2.787
O 2.668 7.188 4.769
H 2.970 8.377 7.135
H 4.385 9.234 6.709
H 4.381 7.390 6.752
H 2.985 9.256 4.758
H 5.348 7.368 4.592
H 5.135 8.990 3.829
C 3.030 -10.054 -3.289
C 1.567 -9.653 -3.054
C 1.269 -9.137 -1.603
O 0.847 -7.842 -1.712
C 0.948 -7.439 -2.963
O 0.819 -6.274 -3.262
O 1.389 -8.448 -3.780
H 3.252 -10.844 -2.572
H 3.741 -9.239 -3.148
H 3.125 -10.526 -4.267
H 0.913 -10.360 -3.564
H 2.212 -9.189 -1.059
H 0.527 -9.763 -1.107
C -5.249 -7.135 0.536
C -5.963 -8.339 -0.033
C -5.672 -8.411 -1.532
O -4.971 -9.609 -1.658
C -5.070 -10.364 -0.520
O -4.820 -11.602 -0.502
O -5.554 -9.596 0.444
H -5.490 -6.278 -0.092
H -4.167 -7.255 0.466
H -5.444 -7.022 1.602
H -7.024 -8.344 0.219
H -4.914 -7.692 -1.842
H -6.563 -8.338 -2.156
C -4.800 6.243 -4.465
C -4.974 6.681 -3.086
C -5.682 8.041 -2.827
O -6.787 7.743 -2.044
C -7.027 6.496 -2.105
O -8.115 6.012 -1.789
O -5.980 5.794 -2.548
H -3.923 6.767 -4.844
H -5.649 6.510 -5.094
H -4.709 5.168 -4.619
H -4.081 6.503 -2.487
H -5.948 8.525 -3.767
H -4.980 8.679 -2.290
O 7.556 -2.405 2.984
P 6.599 -2.076 1.932
N 4.929 -2.286 2.335
C 4.133 -1.315 3.065
C 4.421 -3.649 2.490
N 6.731 -3.001 0.458
C 5.788 -2.994 -0.717
C 7.785 -3.988 0.191
N 6.728 -0.396 1.418
C 5.848 0.182 0.349
C 7.775 0.453 1.826
H 4.091 -0.363 2.536
H 4.407 -1.164 4.109
H 3.079 -1.582 3.140
H 4.680 -4.075 3.460
H 4.865 -4.335 1.769
H 3.343 -3.782 2.399
H 6.186 -2.329 -1.484
H 5.687 -3.930 -1.266
H 4.798 -2.753 -0.331
H 7.630 -4.867 0.818
H 7.828 -4.333 -0.842
H 8.717 -3.620 0.620
H 6.423 0.445 -0.539
H 5.118 -0.560 0.024
H 5.259 1.014 0.733
H 8.383 0.813 0.996
H 8.383 -0.076 2.559
H 7.348 1.341 2.293

HOMO level: -8.133 eV
SMILES: CN(C)P(=O)(N(C)C)N(C)C.C[C@H]1COC(=O)O1.C[C@H]1COC(=O)O1.C[C@H]1COC(=O)O1.C[C@H]1COC(=O)O1.C[C@H]1COC(=O)O1.C[C@H]1COC(=O)O1.C[N+](=O)[O-]
molecular weight: 852.78 u
total charge: 0
HOMO-LUMO gap: 8.21 eV

Löwdin atomic charge list, values in e, 5 entries:
1 C 0.041
2 N -0.455
3 O 0.044
4 O 0.074
5 H 0.102


Entry 4:
A molecular structure, C31H57N5O6S2 at a distorted geometry. Source: the Open Molecules 2025 dataset; level of theory: wB97M-V/def2-TZVPD.

Cartesian coordinates (Å):
C 9.244 -4.095 4.188
C 8.878 -2.633 4.404
O 7.639 -2.235 3.857
C 7.428 -2.652 2.524
C 6.394 -1.760 1.812
C 5.734 -0.705 2.703
C 4.666 -1.214 3.696
C 4.069 -2.587 3.395
C 3.174 -2.612 2.194
O 2.245 -1.478 2.043
S 1.463 -1.834 0.692
O 0.079 -1.538 0.803
O 2.129 -1.323 -0.453
O 1.653 -3.462 0.727
C 2.195 -3.767 2.029
S 3.086 -5.359 2.134
C 1.021 -3.762 3.050
O 0.422 -5.011 3.247
C -0.429 -5.408 2.178
H 9.643 -4.235 3.182
H 10.036 -4.407 4.863
H 8.379 -4.750 4.263
H 8.792 -2.467 5.477
H 9.691 -1.985 4.060
H 8.378 -2.588 1.982
H 7.134 -3.703 2.457
H 6.918 -1.216 1.027
H 5.683 -2.391 1.288
H 6.532 -0.223 3.261
H 5.307 0.060 2.056
H 5.063 -1.179 4.707
H 3.840 -0.501 3.691
H 3.443 -2.854 4.252
H 4.841 -3.346 3.334
H 3.693 -2.620 1.234
H 3.151 -5.449 3.466
H 1.413 -3.452 4.020
H 0.270 -3.021 2.776
H -1.315 -5.883 2.591
H -0.745 -4.554 1.579
H 0.100 -6.117 1.541
C -1.425 1.116 -0.229
C -2.144 2.398 -0.632
C -1.211 3.608 -0.724
C -0.583 3.886 0.569
N -0.126 4.104 1.600
H -0.988 1.199 0.767
H -2.118 0.275 -0.208
H -0.626 0.873 -0.931
H -2.941 2.605 0.086
H -2.618 2.255 -1.604
H -1.765 4.496 -1.031
H -0.427 3.432 -1.462
C -2.473 5.102 3.580
C -3.425 5.907 4.457
C -4.892 5.508 4.255
C -5.312 5.723 2.869
N -5.625 5.893 1.777
H -2.673 5.276 2.523
H -1.438 5.384 3.762
H -2.566 4.032 3.773
H -3.304 6.970 4.242
H -3.166 5.762 5.507
H -5.542 6.093 4.906
H -5.036 4.454 4.497
C -6.013 4.956 -4.865
C -6.079 3.525 -4.348
C -5.013 3.222 -3.289
C -3.665 3.399 -3.833
N -2.613 3.543 -4.274
H -5.061 5.157 -5.360
H -6.806 5.137 -5.588
H -6.134 5.673 -4.051
H -5.967 2.831 -5.184
H -7.063 3.344 -3.913
H -5.106 2.194 -2.935
H -5.128 3.884 -2.430
C 3.675 -10.466 -0.481
C 3.088 -9.118 -0.883
C 4.132 -7.996 -0.906
C 4.729 -7.805 0.416
N 5.168 -7.653 1.466
H 4.079 -10.439 0.532
H 2.908 -11.239 -0.508
H 4.477 -10.764 -1.160
H 2.286 -8.852 -0.193
H 2.643 -9.197 -1.876
H 3.673 -7.054 -1.211
H 4.929 -8.227 -1.614
C -7.773 6.221 -8.941
C -8.683 7.442 -8.877
C -8.557 8.209 -7.556
C -8.919 7.362 -6.418
N -9.205 6.683 -5.537
H -8.028 5.494 -8.169
H -7.870 5.722 -9.905
H -6.726 6.503 -8.812
H -9.720 7.129 -9.017
H -8.440 8.120 -9.697
H -9.211 9.081 -7.555
H -7.533 8.557 -7.413

HOMO level: -9.616 eV
molecular weight: 659.96 u
total charge: 0
HOMO-LUMO gap: 10.16 eV

Löwdin atomic charge list, values in e, 5 entries:
1 C -0.084
2 C -0.268
3 O -0.159
4 C -0.222
5 C -0.156